No. 1
87
Properties=species:S:1:pos:R:3:forces:R:3 method="wB97M-V/def2-TZVPD" total_energy_ha=-2198.55145 homo_ev=-3.31 lumo_ev=2.18 mol_weight_g_mol=783.6 charge=-1 e_above_lowest_kcal_mol=20.5
Cs -0.776 1.423 -0.308 2.5 0.7 0.0
O -0.653 3.431 3.108 0.2 0.2 0.2
C 0.425 4.332 3.175 0.0 -0.2 -0.2
C 0.444 5.181 1.921 0.1 0.1 0.0
C 1.245 6.307 1.765 0.0 0.0 0.0
C 1.213 6.971 0.554 0.0 0.1 0.0
C 0.381 6.505 -0.456 0.0 0.0 0.0
C -0.391 5.385 -0.205 0.0 0.0 -0.1
N -0.355 4.739 0.959 0.0 0.2 -0.1
H -0.957 3.566 2.188 -0.4 -0.3 0.0
H 1.371 3.783 3.219 0.1 0.0 0.0
H 0.361 4.959 4.066 -0.1 0.1 0.1
H 1.882 6.642 2.576 0.0 0.0 0.0
H 1.830 7.847 0.395 0.0 0.0 0.0
H 0.335 6.998 -1.418 0.0 0.0 0.0
H -1.069 4.980 -0.949 0.0 0.0 0.1
C 2.196 -6.708 -1.866 0.0 0.1 0.0
O 2.238 -5.314 -1.634 -0.1 -0.2 -0.2
C 2.960 -4.884 -0.558 0.1 0.0 0.1
C 3.683 -5.716 0.277 0.0 0.0 0.1
C 4.375 -5.185 1.366 0.0 0.0 -0.1
C 4.312 -3.828 1.611 -0.1 0.1 0.0
C 3.575 -2.988 0.776 0.0 0.0 0.0
C 2.905 -3.494 -0.335 -0.1 0.1 0.1
N 2.143 -2.736 -1.224 0.2 -0.1 0.1
C 1.901 -1.348 -1.144 0.0 0.1 -0.1
N 3.040 -0.631 -1.028 -0.2 0.2 0.0
C 3.280 0.764 -0.745 -0.1 -0.2 0.0
C 2.263 1.670 -0.456 0.5 0.1 0.0
C 2.741 2.973 -0.218 0.0 0.1 0.0
C 4.084 3.352 -0.249 -0.1 -0.1 0.0
C 5.055 2.396 -0.528 -0.1 0.1 0.0
C 4.639 1.099 -0.767 -0.1 0.0 0.0
O 5.563 0.095 -1.059 0.3 -0.2 0.0
C 6.517 -0.122 -0.035 -0.1 0.0 0.0
N 0.715 -0.869 -1.302 0.3 -0.4 0.0
C -0.397 -1.705 -1.169 0.1 -0.3 -0.1
C -1.373 -1.730 -2.161 0.0 -0.1 0.0
C -2.527 -2.497 -2.036 0.0 0.0 0.0
C -2.730 -3.250 -0.897 0.1 0.0 0.1
C -1.787 -3.225 0.131 0.0 0.0 -0.1
C -0.637 -2.460 0.003 -0.1 0.0 0.0
O 0.319 -2.365 0.966 0.1 0.0 0.2
C 0.111 -3.066 2.175 0.0 0.0 -0.1
H 1.564 -6.859 -2.736 0.0 0.0 0.0
H 1.769 -7.240 -1.012 0.0 0.0 0.0
H 3.193 -7.107 -2.072 0.0 0.0 0.0
H 3.718 -6.781 0.090 0.0 0.0 0.0
H 4.945 -5.840 2.013 0.0 0.0 0.0
H 4.828 -3.404 2.464 0.0 0.0 0.0
H 3.503 -1.932 0.996 0.0 0.0 0.0
H 1.414 -3.251 -1.690 0.0 0.0 0.0
H 3.884 -1.150 -1.202 0.1 0.0 0.0
H 2.016 3.763 0.013 0.1 -0.1 0.0
H 4.382 4.381 -0.064 0.0 0.0 0.0
H 6.106 2.652 -0.570 0.0 0.0 0.0
H 7.196 0.725 0.075 0.0 0.0 0.0
H 7.094 -1.005 -0.309 0.0 0.0 0.0
H 6.024 -0.296 0.927 0.0 0.0 0.0
H -1.203 -1.127 -3.046 0.0 0.0 0.0
H -3.269 -2.488 -2.826 0.0 0.0 0.0
H -3.629 -3.846 -0.780 0.0 0.0 0.0
H -1.967 -3.798 1.029 0.0 0.0 0.0
H 0.967 -2.843 2.805 0.0 0.0 0.0
H 0.064 -4.146 2.009 0.0 0.0 0.0
H -0.804 -2.739 2.675 0.0 0.0 0.0
C -6.879 -2.473 -0.783 -0.1 0.1 0.0
O -7.399 -1.159 -0.698 -0.1 -0.3 -0.1
C -6.491 -0.150 -0.542 0.1 0.1 0.0
C -7.046 1.152 -0.513 0.0 -0.1 0.0
C -6.193 2.213 -0.367 0.1 0.1 0.0
C -4.793 2.069 -0.262 0.0 0.1 0.0
C -3.938 3.246 -0.189 -0.2 -0.1 0.0
C -4.566 4.586 0.178 0.0 0.0 0.0
O -2.728 3.232 -0.411 -0.8 0.7 -0.1
C -4.224 0.740 -0.232 0.0 -0.1 0.0
O -2.997 0.515 -0.032 -2.5 -0.9 0.2
C -5.145 -0.358 -0.409 0.1 0.2 0.0
H -7.726 -3.131 -0.961 0.0 0.0 0.0
H -6.380 -2.768 0.144 0.0 0.0 0.0
H -6.164 -2.569 -1.605 0.0 0.0 0.0
H -8.117 1.278 -0.614 0.1 0.0 0.0
H -6.619 3.211 -0.358 0.0 0.0 0.0
H -5.207 4.502 1.057 0.0 0.0 0.0
H -5.174 4.964 -0.648 0.0 0.0 0.0
H -3.761 5.292 0.372 0.0 0.0 0.0
H -4.697 -1.342 -0.401 0.0 0.0 0.0

---

No. 2
92
Properties=species:S:1:pos:R:3:forces:R:3 method="wB97M-V/def2-TZVPD" s2=0.751 total_energy_ha=-7979.84014 homo_ev="-9.41 / -9.40" lumo_ev="-3.28 / -4.59" mol_weight_g_mol=1008.6 charge=+1 spin_multiplicity=2
Yb 1.722 -0.181 -0.098 0.5 1.0 0.9
C 5.812 -3.608 0.749 1.0 -0.7 1.8
C 5.277 -3.422 -0.598 -1.7 0.3 -0.7
C 5.656 -4.251 -1.659 -1.6 2.0 -1.1
C 5.237 -3.917 -2.981 0.5 0.9 2.3
C 4.569 -2.726 -3.168 -0.1 0.2 -0.5
C 4.025 -2.007 -2.118 0.0 0.5 0.7
C 3.268 -0.729 -2.412 0.7 0.3 1.0
C 4.271 -2.398 -0.786 0.5 -2.0 -0.8
N 3.528 -1.850 0.254 -1.5 2.8 0.4
C 3.053 -2.476 1.379 0.4 -1.7 -0.4
O 2.889 -3.686 1.511 0.2 0.5 0.2
C 2.676 -1.562 2.536 -0.7 0.3 0.3
C 2.764 -1.863 3.899 1.0 -0.2 -1.7
C 2.583 -0.816 4.771 0.1 -0.4 2.4
C 2.289 0.474 4.381 -1.5 0.1 -0.3
C 2.030 0.639 3.029 0.1 -1.0 0.2
N 2.179 -0.377 2.170 0.5 0.1 -0.9
C 1.628 1.941 2.471 -0.1 1.9 0.1
O 1.374 2.836 3.264 -0.2 0.1 -0.4
N 1.680 1.979 1.118 0.4 -4.3 0.1
C 1.643 2.869 0.166 0.9 6.7 -0.1
C 0.464 2.400 -1.936 -0.3 1.1 -0.3
C 1.022 2.348 -3.334 -0.1 1.0 -1.3
C -0.371 3.745 -1.755 0.2 -0.1 -1.0
C 0.504 4.990 -1.718 0.2 -0.4 1.1
C 1.521 5.174 -0.831 -0.7 0.2 -1.0
C 1.940 4.292 0.223 -0.9 -4.1 -0.2
C 2.698 4.789 1.410 0.9 0.1 -1.4
H 6.920 -3.709 0.699 -0.7 -0.3 0.1
H 5.377 -4.476 1.323 0.4 0.8 -0.7
H 5.659 -2.710 1.358 -0.1 -0.2 0.0
H 6.246 -5.098 -1.455 0.8 -0.8 0.1
H 5.585 -4.401 -3.835 0.5 -1.1 -1.1
H 4.495 -2.307 -4.171 -0.2 -0.3 0.1
H 3.668 -0.230 -3.306 -0.4 -0.1 0.3
H 3.434 -0.001 -1.570 0.5 -0.1 -0.6
H 2.190 -0.835 -2.497 -0.7 -0.3 -0.5
H 3.119 -2.849 4.158 -0.2 0.0 0.4
H 2.666 -1.021 5.862 0.0 0.1 -0.9
H 1.949 1.257 5.079 0.8 -0.3 -0.4
H 1.330 1.384 -3.705 0.2 -0.5 0.3
H 1.845 3.058 -3.463 0.0 -0.2 0.4
H 0.269 2.694 -4.045 -0.1 -0.2 0.1
H -0.953 3.798 -2.699 0.5 0.0 0.3
H 0.118 5.813 -2.320 0.5 -0.2 0.0
H 2.030 6.134 -0.867 -0.1 0.0 0.1
H 3.048 5.816 1.186 -0.3 -0.5 0.6
H 3.567 4.127 1.552 0.0 0.3 0.0
H 2.130 4.656 2.288 -0.7 0.5 1.3
C 0.926 -3.384 -1.340 0.0 -1.4 -0.4
O 0.274 -2.150 -0.846 1.1 0.0 -0.4
C -1.035 -2.115 -1.264 -1.8 -1.5 0.7
O -1.548 -3.076 -1.797 0.8 1.6 0.5
C -1.725 -0.876 -0.802 -2.7 1.4 0.7
C -1.095 0.309 -1.292 2.6 1.8 -0.9
As -3.860 -0.755 -1.315 -0.5 -0.2 -1.2
C -4.406 -2.649 -1.042 -2.4 1.2 -0.8
C -4.828 -0.088 0.320 2.6 0.1 1.8
C -3.972 0.133 1.422 -2.8 -1.1 -2.6
As -2.095 -0.376 1.232 1.9 0.1 0.3
C -2.084 -2.210 1.859 0.7 -0.6 -0.9
C -4.396 0.235 2.882 -0.6 1.1 1.2
O -4.469 -0.791 3.505 0.3 0.6 -0.3
O -4.607 1.456 3.526 0.1 -1.6 -1.6
C -5.109 2.519 2.702 0.1 1.3 0.0
C -6.366 0.024 0.278 0.2 -0.3 0.4
O -6.997 0.627 1.120 0.5 -0.8 -1.4
O -6.881 -0.692 -0.787 0.3 0.8 1.1
C -8.287 -0.464 -1.069 -0.3 1.1 0.2
C -0.363 1.249 -1.645 -2.3 -2.8 1.2
O 1.622 2.288 -1.088 -0.1 -1.1 -0.1
O -1.350 3.663 -0.724 0.7 -0.3 0.1
C -2.611 3.469 -1.285 -2.3 0.7 -0.5
H 2.011 -3.404 -1.159 -0.5 0.7 0.0
H 0.677 -3.487 -2.421 0.4 0.1 0.9
H 0.504 -4.261 -0.802 0.1 0.8 -0.3
H -4.804 -3.096 -1.979 0.6 0.5 0.5
H -5.257 -2.644 -0.324 0.9 -0.2 -0.3
H -3.541 -3.131 -0.742 1.2 -1.3 0.8
H -2.345 -2.855 1.009 -0.1 0.0 0.3
H -2.806 -2.342 2.632 -0.3 -0.1 0.7
H -1.050 -2.476 2.156 -0.6 0.2 0.1
H -5.044 3.488 3.240 -0.1 -1.0 0.2
H -6.117 2.336 2.355 -0.2 -0.2 0.4
H -4.526 2.703 1.812 0.6 -0.4 -0.4
H -8.448 0.624 -0.978 -0.2 -0.5 -0.3
H -9.006 -0.962 -0.433 0.5 -0.2 0.8
H -8.553 -0.837 -2.049 0.7 0.1 -0.4
H -2.728 2.595 -1.952 0.5 0.0 0.3
H -2.928 4.351 -1.929 0.4 -0.7 0.8
H -3.399 3.348 -0.497 0.9 0.2 -0.4